Molecular formula: C2H3ClN2
Method: DFT, the ωB97M-V functional and the def2-TZVPD basis

Output
Kohn-Sham gap (spin up / spin down) in eV: 8.60 / 8.61
DFT total energy in hartree: -647.5406
Relative energy (zero: lowest compared OMol25 entry of this formula, charge and spin) in kJ/mol: 475.7
E_HOMO (spin up / spin down) in eV: -9.82 / -9.82
E_LUMO (spin up / spin down) in eV: -1.2 / -1.2

```
8
Properties=species:S:1:pos:R:3:forces:R:3
C -0.1741 0.6652 0.8620 0.129 0.518 -0.593
C -0.9632 -0.0051 -0.0830 -4.985 -0.051 -1.519
N 0.5238 1.2022 1.5780 0.999 0.754 1.256
N 1.6670 -0.8196 -1.1240 -0.329 -0.279 -0.625
Cl 2.9085 -0.4961 -0.2498 0.759 0.184 0.501
H -1.7282 -0.5809 0.4886 0.943 -0.490 -0.295
H -0.4183 -0.5840 -0.8152 -0.029 -0.138 0.198
H -1.8155 0.6184 -0.6567 2.514 -0.497 1.076
```
Positions in Å, forces in eV/Å.

These are the Löwdin partial charges, in e, on atoms 1 to 4: atom 1 (C): -0.36, atom 2 (C): -0.13, atom 3 (N): 0.14, atom 4 (N): -0.51